{
  "formula": "C19H64O19",
  "method": "the ωB97M-V functional and the def2-TZVPD basis",
  "elements": ["C", "O", "H", "H", "H", "H", "C", "O", "H", "H", "H", "H", "C", "O", "H", "H", "H", "H", "C", "O", "H", "H", "H", "H", "C", "O", "H", "H", "H", "H", "C", "O", "H", "H", "H", "H", "C", "O", "H", "H", "H", "H", "C", "C", "O", "O", "H", "H", "H", "H", "H", "H", "C", "C", "O", "O", "H", "H", "H", "H", "H", "H", "C", "C", "O", "O", "H", "H", "H", "H", "H", "H", "C", "C", "O", "O", "H", "H", "H", "H", "H", "H", "C", "C", "O", "O", "H", "H", "H", "H", "H", "H", "C", "C", "O", "O", "H", "H", "H", "H", "H", "H"],
  "xyz": [[-8.4552, -12.5981, 7.5339], [-7.8696, -12.4985, 6.2362], [-8.2135, -13.5359, 8.0381], [-8.0814, -11.7761, 8.1436], [-9.5452, -12.5541, 7.5099], [-8.4562, -12.8052, 5.5442], [-11.7948, -11.6577, 10.8793], [-10.8099, -12.0617, 9.9281], [-11.7449, -12.2913, 11.7687], [-11.6639, -10.6082, 11.1246], [-12.7606, -11.8110, 10.3862], [-10.8882, -13.0126, 9.7808], [-2.7703, -12.1149, 11.0399], [-2.3914, -12.5000, 9.7288], [-2.6997, -12.9224, 11.7728], [-2.2306, -11.2812, 11.4942], [-3.8204, -11.7952, 10.9656], [-2.4472, -13.4717, 9.6774], [-3.5187, -15.8259, 10.3005], [-2.8333, -15.2929, 9.1897], [-3.2487, -16.8433, 10.5909], [-3.2926, -15.1432, 11.1307], [-4.6042, -15.7394, 10.1698], [-3.4018, -15.0529, 8.4395], [-7.3803, -9.4899, 13.0287], [-6.4171, -10.4916, 13.2672], [-8.3345, -9.6567, 13.5409], [-7.0709, -8.4777, 13.2881], [-7.5930, -9.4714, 11.9529], [-6.6771, -11.2545, 12.7273], [-10.8888, -15.6468, 10.0309], [-11.1667, -14.8305, 8.9034], [-10.2621, -15.0840, 10.7373], [-11.7541, -16.0115, 10.5875], [-10.3003, -16.5284, 9.7698], [-10.6286, -15.1868, 8.1883], [-8.4260, -13.9530, 15.6904], [-9.5334, -13.6499, 14.8259], [-7.8563, -13.0217, 15.7841], [-8.7622, -14.2467, 16.6827], [-7.7582, -14.6450, 15.1881], [-10.1697, -13.0845, 15.2711], [-11.8343, -17.7424, 14.9217], [-11.5767, -16.6213, 13.9408], [-10.2572, -16.1263, 13.9826], [-13.0376, -18.4452, 14.5693], [-12.0067, -17.4284, 15.9492], [-11.0213, -18.4726, 14.8248], [-12.2600, -15.7889, 14.1641], [-11.8636, -16.8902, 12.9170], [-10.2156, -15.1710, 14.1653], [-12.8755, -18.7850, 13.6807], [-5.0092, -11.1041, 7.8409], [-3.9440, -10.5484, 6.8945], [-2.6523, -11.1063, 7.1570], [-5.2327, -12.5048, 7.5686], [-5.9511, -10.5549, 7.8257], [-4.6201, -11.0064, 8.8596], [-3.8733, -9.4577, 6.9440], [-4.2728, -10.7569, 5.8686], [-2.8013, -11.7025, 7.9057], [-6.0505, -12.4547, 7.0430], [-7.7970, -16.2298, 7.0951], [-7.3470, -15.7377, 5.7622], [-7.4660, -16.8041, 4.8145], [-9.1957, -16.5490, 7.1624], [-7.4449, -15.7066, 7.9846], [-7.3915, -17.2364, 7.2861], [-6.3678, -15.2523, 5.7785], [-7.9408, -14.8971, 5.3762], [-6.9839, -16.4903, 4.0397], [-9.4673, -16.9977, 6.3550], [-3.3377, -15.4879, 4.5104], [-3.1246, -14.6312, 5.7433], [-4.0659, -14.9603, 6.7748], [-4.6268, -15.4593, 3.9546], [-3.0616, -16.5269, 4.6870], [-2.5734, -15.1183, 3.8106], [-3.2366, -13.5735, 5.4867], [-2.1204, -14.7813, 6.1425], [-4.5638, -14.1645, 7.0038], [-4.8846, -14.5603, 3.7255], [-7.3059, -18.0413, 11.0344], [-8.3282, -17.8275, 12.1500], [-9.6491, -18.1965, 11.7982], [-6.8347, -19.3942, 11.0140], [-6.4653, -17.3464, 11.1121], [-7.7846, -17.7250, 10.1013], [-8.2428, -16.7681, 12.4035], [-7.9328, -18.3692, 13.0163], [-9.5105, -19.1220, 11.5477], [-5.9755, -19.3652, 11.4418], [-7.8208, -13.5132, 11.5148], [-6.4654, -13.3108, 10.8667], [-6.3816, -14.0048, 9.6294], [-7.8827, -12.7643, 12.7344], [-7.9060, -14.5635, 11.7960], [-8.5747, -13.2238, 10.7792], [-5.6659, -13.7404, 11.4833], [-6.1587, -12.2686, 10.7228], [-5.9501, -13.4811, 8.9345], [-8.5644, -13.2093, 13.2573]],
  "atomic_forces_ev_per_a": [[-0.745, -0.327, 0.209], [0.628, 0.294, 0.183], [0.241, 0.006, -0.165], [-0.062, 0.050, -0.043], [0.041, 0.305, -0.102], [-0.168, -0.094, 0.143], [-0.134, -0.905, -0.919], [0.515, 0.441, 0.350], [-0.041, 0.229, 0.181], [0.146, -0.021, 0.012], [-0.241, 0.256, 0.447], [-0.220, -0.090, -0.270], [-1.188, 0.128, 0.186], [0.529, -0.100, 0.224], [-0.034, -0.161, -0.212], [0.423, 0.029, -0.692], [0.078, -0.033, 0.504], [0.101, 0.023, -0.210], [-0.804, 1.179, 0.452], [0.805, 0.019, -0.016], [0.229, 0.026, -0.410], [-0.001, -0.436, 0.275], [0.087, -0.295, -0.090], [-0.202, -0.613, -0.070], [-0.603, -0.039, -0.906], [0.328, 0.356, 0.139], [0.067, -0.236, 0.114], [0.581, -0.246, 0.251], [-0.213, 0.198, 0.036], [-0.116, 0.145, 0.612], [1.009, -0.249, 0.661], [-0.277, -0.106, 0.181], [-0.147, -0.046, 0.075], [-0.342, 0.313, -0.413], [-0.112, 0.019, -0.166], [0.076, -0.049, -0.259], [0.227, 1.514, 0.030], [-0.150, -0.457, -0.242], [0.115, -0.140, 0.221], [0.078, -0.455, -0.141], [-0.375, -0.412, 0.105], [0.129, 0.103, 0.095], [-0.248, -1.152, -0.719], [-0.715, 1.674, 0.060], [0.485, -0.304, -0.013], [0.110, 0.281, -0.195], [0.419, 0.165, -0.040], [0.267, 0.338, 0.490], [-0.120, -0.119, 0.137], [0.331, -0.516, 0.082], [-0.247, -0.436, 0.082], [-0.240, -0.069, 0.088], [1.154, 0.398, 0.421], [-0.084, 0.014, -0.211], [-1.168, 0.021, -0.166], [-0.839, 0.696, -0.152], [-0.006, 0.017, -0.337], [-0.043, -0.215, 0.017], [-0.126, -0.001, 0.332], [0.209, -0.220, -0.053], [0.695, -0.071, 0.240], [0.038, -0.634, -0.340], [0.091, -2.412, 0.471], [-0.231, 0.977, -0.696], [0.389, 0.408, 0.194], [-0.759, 1.313, 0.378], [-0.603, 0.764, -0.256], [0.895, 0.292, -0.505], [0.407, -0.849, 0.277], [-0.592, -0.160, 0.434], [0.033, -0.375, -0.037], [0.303, -0.016, -0.065], [1.226, 0.316, -0.044], [-0.745, -0.060, 0.357], [-0.022, -0.001, 0.006], [-0.504, -0.060, -0.055], [-0.397, -0.064, 0.191], [-0.163, -0.058, -0.255], [0.082, 0.038, 0.001], [0.111, -0.019, -0.174], [0.105, 0.174, -0.118], [0.267, 0.060, 0.035], [-0.371, 0.253, 0.004], [1.464, 0.802, -0.002], [0.745, -0.480, 0.086], [-0.143, 0.456, -0.388], [0.065, -0.024, 0.400], [-0.002, -0.655, -0.248], [-0.795, -0.030, 0.045], [-0.396, -0.120, 0.171], [-0.609, 0.049, -0.100], [-0.005, -0.290, -0.027], [0.622, 0.126, 0.015], [1.410, -0.349, -0.167], [-0.571, -0.430, -0.165], [-0.155, -0.407, -0.866], [-0.198, -0.214, -0.452], [-0.309, 0.014, 0.244], [-0.206, 0.121, 0.437], [-0.555, 0.208, 0.108], [0.022, 0.207, 0.354], [-0.036, 0.504, 0.329]],
  "energy_ha": -2191.6354,
  "lumo_energy_ev": 0.2,
  "gap_ev": 10.09,
  "relative_energy_ev": 1.238
}